Entry one
Formula: C3H5O5S
Source: the Open Molecules 2025 dataset
Level of theory: ωB97M-V/def2-TZVPD

Each line ends with the natural charge from an NBO analysis.
Positions of all 14 atoms, in Å:
C (-0.2637, -1.7031, 0.4857)  0.720
C (1.2240, 0.9168, -1.1415)  -0.867
C (-0.5764, -0.1952, 0.7702)  0.001
O (-0.9434, -2.3917, 1.2855)  -0.741
O (0.5175, -2.0201, -0.3937)  -0.701
O (-0.7857, 2.3323, -0.1297)  -0.961
O (-1.3392, 0.4964, -1.6394)  -0.960
O (-1.5182, -0.1065, 1.6610)  -0.693
S (-0.4917, 0.9889, -0.5745)  2.124
H (1.8068, 1.5682, -0.5069)  0.236
H (1.5118, -0.1200, -1.0257)  0.288
H (1.2504, 1.2288, -2.1769)  0.230
H (1.2046, 0.1739, 1.5076)  -0.179
H (-1.5969, -1.1687, 1.8783)  0.503

Values from the calculation:
Net charge: -1
Molar mass, g mol⁻¹: 153.14
Gap between HOMO and LUMO (spin up / spin down), eV: 8.38 / 8.38

***

Entry two
Formula: C3H5O5S
Source: the Open Molecules 2025 dataset
Level of theory: ωB97M-V/def2-TZVPD

Each line ends with the natural charge from an NBO analysis.
Positions of all 14 atoms, in Å:
C (-0.8441, -2.5210, -1.3122)  1.043
C (0.9921, 1.6670, 1.1963)  -0.867
C (-1.0291, -0.2851, -0.0360)  -0.570
O (-0.7940, -2.0502, -2.3673)  -0.572
O (-0.9004, -3.2479, -0.4131)  -0.564
O (1.3388, 0.2080, -0.9641)  -1.027
O (1.2368, -0.9815, 1.1939)  -1.002
O (-1.4354, 0.7750, -0.9151)  -0.775
S (0.6560, 0.0327, 0.3202)  2.058
H (0.2945, 2.3865, 0.7865)  0.216
H (0.8332, 1.5134, 2.2536)  0.209
H (2.0134, 1.9424, 0.9799)  0.218
H (-1.5861, -0.1744, 0.8953)  0.154
H (-0.7756, 0.7354, -1.6179)  0.479

Values from the calculation:
Net charge: -1
Molar mass, g mol⁻¹: 153.14
Gap between HOMO and LUMO, eV: 6.77

***

On energetic grounds, entry two is preferred over the next structure by 0.0483 hartree.

***

Entry one
Formula: C45H41BaBrFN10O6
Source: the Open Molecules 2025 dataset
Level of theory: ωB97M-V/def2-TZVPD

Each line ends with the Mulliken charge.
Positions of all 105 atoms, in Å:
Ba (-0.2361, 1.4177, 0.2398)  1.328
N (2.8145, 0.3277, -3.1779)  0.090
C (2.1934, -0.1263, -2.0733)  -0.616
N (2.2340, 0.4161, -0.9071)  0.183
C (2.9517, 1.6077, -0.7491)  0.318
N (3.0274, 2.2267, 0.3753)  -1.359
N (2.2933, 1.6624, 1.4207)  1.380
C (2.8556, 1.7610, 2.5656)  -1.796
C (2.1940, 1.2769, 3.7649)  1.399
C (2.8008, 1.3431, 4.9734)  -0.832
C (2.0167, 1.1026, 6.1740)  -0.480
C (0.7800, 0.6044, 6.1064)  -1.139
C (0.2162, 0.1499, 4.7974)  -0.017
N (0.9228, 0.7651, 3.6380)  0.474
C (3.6197, 2.1960, -1.9238)  0.563
C (4.3097, 3.4046, -1.8729)  -0.278
C (4.8954, 3.9234, -3.0103)  -0.821
C (4.7968, 3.2401, -4.2217)  -0.440
C (4.1146, 2.0421, -4.2942)  -0.891
C (3.5276, 1.5276, -3.1432)  -0.197
H (2.6501, -0.1317, -4.0577)  0.295
H (1.6073, -1.0294, -2.2126)  0.511
H (3.8321, 2.2349, 2.6620)  0.308
H (3.8350, 1.6534, 5.0410)  0.436
H (2.4346, 1.4022, 7.1277)  0.389
H (0.1573, 0.5275, 6.9893)  0.370
H (0.2395, -0.9497, 4.7562)  0.325
H (4.3602, 3.9185, -0.9234)  0.474
H (5.4253, 4.8651, -2.9680)  0.414
H (5.2502, 3.6528, -5.1132)  0.398
H (4.0196, 1.5069, -5.2311)  0.420
O (-1.2342, -0.7333, -3.7522)  -0.793
C (-1.5972, -2.0105, -3.5248)  0.534
C (-1.8402, -2.8378, -4.6259)  -0.665
C (-2.1826, -4.1638, -4.4424)  -0.357
C (-2.2900, -4.6907, -3.1596)  -0.887
C (-2.0549, -3.8677, -2.0720)  -0.558
C (-1.7131, -2.5273, -2.2255)  -0.165
C (-1.4662, -1.6702, -0.9880)  -0.489
O (-1.2532, -0.3436, -1.2585)  0.492
N (-0.3097, -2.2947, -0.2919)  0.202
N (0.0082, -1.6470, 0.8499)  -0.523
C (1.1793, -1.7016, 1.3697)  0.489
C (2.3552, -2.3864, 0.8181)  -0.033
Br (3.9823, -1.6186, 1.4615)  -0.092
C (2.3526, -3.4632, 0.0260)  -0.473
C (3.4888, -4.1614, -0.6009)  0.191
C (4.4978, -3.4779, -1.2800)  -0.142
C (5.5263, -4.1719, -1.8966)  -0.837
C (5.5638, -5.5587, -1.8459)  -0.369
C (4.5554, -6.2487, -1.1898)  -0.602
C (3.5197, -5.5548, -0.5836)  -0.442
H (-1.1520, -0.3402, -2.8166)  -0.018
H (-1.7495, -2.4044, -5.6138)  0.442
H (-2.3683, -4.7920, -5.3052)  0.372
H (-2.5601, -5.7280, -3.0104)  0.400
H (-2.1402, -4.2608, -1.0647)  0.450
H (-2.3017, -1.8082, -0.2824)  0.343
H (0.4736, -2.4602, -0.9239)  0.288
H (1.3073, -1.1218, 2.2793)  -0.100
H (1.3841, -3.9301, -0.1246)  0.674
H (4.4677, -2.3980, -1.3293)  0.425
H (6.3004, -3.6267, -2.4214)  0.401
H (6.3698, -6.0990, -2.3254)  0.371
H (4.5711, -7.3304, -1.1549)  0.378
H (2.7264, -6.0949, -0.0809)  0.430
C (-3.1186, 0.6120, 1.8216)  -0.159
N (-3.2571, -0.1108, 3.0672)  0.341
C (-4.3659, 0.3703, 3.8667)  -0.974
C (-2.0150, -0.3842, 3.7589)  -2.167
C (-1.1397, 0.7749, 4.2824)  2.547
C (-1.8702, 1.7541, 5.1550)  -1.656
C (-2.0662, 3.0296, 4.7453)  -0.191
C (-1.4300, 3.6094, 3.5976)  -1.690
C (-0.3881, 2.8873, 3.0374)  0.416
C (-0.2890, 1.5199, 3.2613)  -0.661
H (-4.0883, 0.6542, 1.3218)  0.479
H (-2.4507, 0.0440, 1.1646)  -0.228
H (-2.7503, 1.6456, 1.9395)  0.004
H (-5.2949, 0.1997, 3.3147)  0.342
H (-4.3011, 1.4347, 4.1218)  0.347
H (-4.4134, -0.1968, 4.7984)  0.320
H (-1.3896, -0.9738, 3.0736)  0.223
H (-2.2560, -1.0299, 4.6150)  0.530
H (-2.2537, 1.4288, 6.1188)  0.372
H (-2.6841, 3.6734, 5.3659)  0.335
H (-1.6418, 4.6240, 3.2924)  0.472
H (0.3543, 3.4022, 2.4221)  0.386
F (-5.4611, -0.1293, -0.7941)  -0.364
C (-5.2721, 0.9792, -1.5253)  0.042
C (-4.0639, 1.3045, -1.9930)  -0.206
N (-3.8527, 2.4296, -2.7602)  0.134
C (-2.4862, 2.7433, -3.1499)  -1.042
C (-1.5632, 2.9248, -1.9391)  0.768
O (-0.3356, 2.7769, -2.1647)  -0.758
O (-2.0890, 3.1037, -0.8131)  -0.744
C (-4.8642, 3.3200, -3.0221)  0.520
O (-4.7266, 4.3516, -3.6506)  -0.683
N (-6.0987, 2.9413, -2.5207)  -0.051
C (-6.4317, 1.8179, -1.7718)  0.134
O (-7.5686, 1.6169, -1.4000)  -0.661
H (-3.1905, 0.6945, -1.7835)  1.077
H (-2.5052, 3.6483, -3.7518)  0.433
H (-2.0881, 1.9261, -3.7529)  0.244
H (-6.8493, 3.5868, -2.7150)  0.219

Values from the calculation:
Net charge: -1
Molar mass, g mol⁻¹: 1054.12
Gap between HOMO and LUMO, eV: 4.57

***

Entry two
Formula: C45H41BaBrFN10O6
Source: the Open Molecules 2025 dataset
Level of theory: ωB97M-V/def2-TZVPD

Each line ends with the Mulliken charge.
Positions of all 105 atoms, in Å:
Ba (-0.1355, 0.3703, -0.0114)  1.707
N (1.8724, 4.1266, 1.3458)  0.324
C (1.8354, 2.8438, 0.9453)  -1.053
N (1.8727, 1.8006, 1.7127)  -0.256
C (1.9442, 2.0033, 3.0925)  0.439
N (2.0105, 1.0658, 3.9747)  -0.600
N (2.0857, -0.2588, 3.5711)  -0.750
C (1.1961, -0.6681, 2.7657)  0.089
C (1.1295, -2.0735, 2.3336)  -0.198
C (1.4085, -3.0895, 3.2454)  -0.628
C (1.2217, -4.4024, 2.8471)  -0.714
C (0.7753, -4.6502, 1.5584)  -0.557
C (0.5568, -3.5749, 0.7164)  -0.408
N (0.7298, -2.3086, 1.0801)  0.515
C (1.9306, 3.3900, 3.6040)  0.802
C (1.9399, 3.6848, 4.9691)  -0.450
C (1.8803, 4.9929, 5.4014)  -0.711
C (1.8093, 6.0347, 4.4775)  -0.454
C (1.8058, 5.7683, 3.1248)  -0.781
C (1.8721, 4.4451, 2.6961)  0.082
H (1.6653, 4.8347, 0.6602)  0.350
H (1.7596, 2.6788, -0.1258)  0.725
H (0.4216, 0.0192, 2.4412)  0.885
H (1.7249, -2.8198, 4.2415)  0.509
H (1.4023, -5.2191, 3.5338)  0.405
H (0.5895, -5.6556, 1.2036)  0.555
H (0.2319, -3.7388, -0.3059)  0.368
H (1.9866, 2.8566, 5.6617)  0.485
H (1.8820, 5.2128, 6.4608)  0.392
H (1.7527, 7.0590, 4.8225)  0.400
H (1.7373, 6.5655, 2.3953)  0.419
O (4.1708, 1.2129, -1.0506)  -0.681
C (4.3581, 1.4747, -2.3588)  0.474
C (5.6640, 1.7287, -2.8039)  -0.625
C (5.9163, 1.9987, -4.1324)  -0.319
C (4.8704, 2.0198, -5.0512)  -0.770
C (3.5864, 1.7702, -4.6088)  -0.593
C (3.2969, 1.4991, -3.2738)  -0.295
C (1.8456, 1.2631, -2.8817)  0.290
O (1.6638, 0.9980, -1.5447)  -0.291
N (1.3221, 0.1119, -3.6720)  0.229
N (0.0006, 0.2285, -3.9608)  -0.596
C (-0.8162, -0.7555, -3.8941)  -0.930
C (-0.5560, -2.0958, -3.3513)  -0.252
Br (-1.9518, -2.6094, -2.1320)  0.013
C (0.5547, -2.8158, -3.5345)  -0.420
C (1.0013, -4.0797, -2.9377)  0.429
C (0.1614, -5.1523, -2.6350)  0.100
C (0.6670, -6.2890, -2.0242)  -0.680
C (2.0129, -6.3779, -1.7062)  -0.473
C (2.8649, -5.3324, -2.0305)  -0.609
C (2.3659, -4.2018, -2.6544)  -0.538
H (3.1815, 1.0729, -0.9770)  0.073
H (6.4526, 1.6984, -2.0626)  0.443
H (6.9321, 2.1916, -4.4560)  0.363
H (5.0580, 2.2260, -6.0969)  0.386
H (2.7639, 1.7746, -5.3162)  0.406
H (1.2375, 2.1207, -3.2045)  0.606
H (1.5445, -0.7407, -3.1546)  0.170
H (-1.8401, -0.5396, -4.1849)  0.505
H (1.2839, -2.3496, -4.1919)  0.824
H (-0.8865, -5.1080, -2.8837)  0.517
H (-0.0017, -7.1085, -1.7929)  0.399
H (2.3975, -7.2638, -1.2174)  0.402
H (3.9196, -5.3927, -1.7957)  0.401
H (3.0327, -3.3840, -2.9009)  0.407
C (-3.4908, 1.2768, -1.6614)  -0.560
N (-3.4374, 2.4763, -2.4741)  0.100
C (-4.6115, 3.2958, -2.2407)  -0.953
C (-2.1876, 3.2289, -2.2996)  -1.162
C (-1.9554, 3.8046, -0.9164)  0.615
C (-2.3506, 5.1186, -0.6793)  -0.444
C (-2.2164, 5.6884, 0.5808)  -0.909
C (-1.6929, 4.9146, 1.6037)  -0.578
C (-1.2950, 3.6077, 1.3368)  -1.061
C (-1.3870, 2.9844, 0.0839)  0.759
H (-4.3924, 0.7104, -1.9114)  0.495
H (-3.4817, 1.4655, -0.5789)  0.270
H (-2.6388, 0.6395, -1.9075)  -0.221
H (-5.5074, 2.7279, -2.5013)  0.344
H (-4.5718, 4.1845, -2.8745)  0.300
H (-4.7090, 3.6313, -1.1969)  0.310
H (-2.1962, 4.0226, -3.0554)  0.572
H (-1.3666, 2.5500, -2.5508)  -0.497
H (-2.7717, 5.7100, -1.4887)  0.307
H (-2.5277, 6.7113, 0.7612)  0.369
H (-1.5870, 5.3307, 2.6015)  0.471
H (-0.8818, 3.0536, 2.1849)  0.243
F (-2.0530, -6.2928, 1.5610)  -0.346
C (-2.9389, -5.4513, 2.1177)  0.425
C (-3.1702, -4.2398, 1.6006)  -0.022
N (-4.0864, -3.3718, 2.1388)  0.114
C (-4.0344, -1.9931, 1.6562)  -1.027
C (-2.6188, -1.4380, 1.9365)  -0.082
O (-2.1110, -0.7945, 0.9844)  0.037
O (-2.0779, -1.7344, 3.0012)  -0.694
C (-4.7677, -3.6760, 3.2937)  0.454
O (-5.5639, -2.9409, 3.8356)  -0.651
N (-4.5074, -4.9472, 3.7932)  -0.059
C (-3.6268, -5.9046, 3.3175)  0.134
O (-3.4766, -6.9784, 3.8618)  -0.656
H (-2.6340, -3.8763, 0.7332)  0.438
H (-4.8048, -1.4216, 2.1668)  0.365
H (-4.2291, -1.9812, 0.5837)  0.324
H (-5.0118, -5.1785, 4.6366)  0.220

Values from the calculation:
Net charge: -1
Molar mass, g mol⁻¹: 1054.12
Gap between HOMO and LUMO, eV: 6.61

***

On energetic grounds, entry two is preferred over the next structure by 0.0338 hartree.

***

Entry one
Formula: C3H5N4O2
Source: the Open Molecules 2025 dataset
Level of theory: ωB97M-V/def2-TZVPD

Each line ends with the natural charge from an NBO analysis.
Positions of all 14 atoms, in Å:
C (-1.2383, 1.5048, 0.4124)  -0.181
C (-0.4737, 0.3017, 0.2191)  -0.006
C (1.8837, -0.4094, -0.0454)  0.768
N (-2.4847, 1.3528, 0.1112)  0.124
N (-1.2029, -0.6657, 0.0490)  0.043
N (2.0565, 0.7847, -0.3480)  -0.743
N (1.8839, -1.4618, 0.5124)  -0.494
O (-1.0879, -1.9779, -0.2693)  -0.457
O (-2.9898, 0.2042, 0.0020)  -0.219
H (-1.0329, 2.4746, 0.8876)  0.257
H (1.2711, 1.2320, -0.7124)  0.459
H (2.9530, 1.2156, -0.2920)  0.462
H (-1.7361, -2.1335, -0.9226)  0.507
H (2.1981, -2.4221, 0.3962)  0.480

Values from the calculation:
Net charge: +1
Molar mass, g mol⁻¹: 129.10
Gap between HOMO and LUMO (spin up / spin down), eV: 8.46 / 8.46

***

Entry two
Formula: C3H5N4O2
Source: the Open Molecules 2025 dataset
Level of theory: ωB97M-V/def2-TZVPD

Each line ends with the natural charge from an NBO analysis.
Positions of all 14 atoms, in Å:
C (1.0457, -0.5581, 1.9143)  0.059
C (0.8563, -0.4192, -1.8349)  0.754
C (0.2969, -0.6973, 0.5319)  0.419
N (0.9496, -1.7564, 2.3636)  -0.217
N (-0.0585, -2.0705, 0.4608)  -0.177
N (0.4112, -2.6045, 1.4568)  0.101
N (-0.7156, 0.2191, 0.3028)  -0.852
O (-0.2598, -0.4852, -2.3629)  -0.581
O (1.1866, -0.4577, -0.6245)  -0.414
H (1.1743, 0.1956, 2.6514)  0.259
H (1.7763, -0.2385, -2.5581)  0.238
H (-1.2108, -0.4480, -1.8885)  0.597
H (-0.4876, 1.1629, 0.6370)  0.405
H (-1.4931, 0.1145, 0.9104)  0.410

Values from the calculation:
Net charge: +1
Molar mass, g mol⁻¹: 129.10
Gap between HOMO and LUMO, eV: 9.31

***

On energetic grounds, entry two is preferred over the next structure by 0.1244 hartree.

***

Entry one
Formula: C4H6N2
Source: the Open Molecules 2025 dataset
Level of theory: ωB97M-V/def2-TZVPD

Each line ends with the natural charge from an NBO analysis.
Positions of all 12 atoms, in Å:
C (-0.3885, -0.7255, 0.3626)  0.223
C (-0.0818, -0.7735, -0.7690)  0.060
C (0.4367, 2.3038, 0.4128)  0.260
C (-1.0415, -0.6636, 1.6636)  -0.735
N (1.4789, 1.9335, 0.0224)  -0.740
N (0.3489, -0.8694, -2.0446)  -0.815
H (-0.2386, -0.7750, 2.3722)  0.267
H (-1.9952, -1.3768, 1.7306)  0.267
H (-1.2897, 0.3913, 1.8704)  0.295
H (2.1745, 1.6204, -0.6140)  0.407
H (1.0255, -0.1496, -2.3152)  0.165
H (-0.4293, -0.9156, -2.6919)  0.347

Values from the calculation:
Multiplicity: 3
Molar mass, g mol⁻¹: 82.11
Expectation value of S²: 2.013
Gap between HOMO and LUMO (spin up / spin down), eV: 4.13 / 8.13

***

Entry two
Formula: C4H6N2
Source: the Open Molecules 2025 dataset
Level of theory: ωB97M-V/def2-TZVPD

Each line ends with the natural charge from an NBO analysis.
Positions of all 12 atoms, in Å:
C (0.6699, -1.0668, -1.0306)  -0.416
C (1.1071, -0.6181, 0.2738)  -0.406
C (-0.3555, -0.3809, -0.1297)  -0.417
C (-0.8921, 0.8550, -0.5143)  0.004
N (-1.5787, 2.1564, 1.4474)  -0.001
N (-2.3489, 2.8262, 1.8710)  0.001
H (0.9252, -0.7733, -2.0320)  0.225
H (0.5575, -2.1479, -1.1149)  0.211
H (1.3725, -1.5655, 0.9549)  0.218
H (1.7134, 0.2547, 0.6409)  0.230
H (-1.0742, -1.1401, 0.3828)  0.224
H (-0.0962, 1.6003, -0.7492)  0.129

Values from the calculation:
Multiplicity: 3
Molar mass, g mol⁻¹: 82.11
Expectation value of S²: 2.008
Gap between HOMO and LUMO (spin up / spin down), eV: 8.55 / 10.40

***

On energetic grounds, entry two is preferred over the next structure by 0.1315 hartree.